Entry 1:
C19H21ClN2O5S | ωB97M-V with the def2-TZVPD basis set

Atoms and positions in Å:
C 6.60114 -2.47369 0.86840
O 5.30112 -2.94893 0.60965
C 4.34860 -2.06729 0.21560
C 4.54189 -0.69861 0.05319
C 3.48729 0.11149 -0.33143
C 2.22282 -0.41890 -0.55803
C 1.08264 0.39534 -1.06446
O 0.40164 -0.00387 -1.99552
N 0.86754 1.61328 -0.50032
C 1.37887 2.07067 0.76784
C 0.23553 2.28809 1.78149
N -0.98497 2.70073 1.13227
S -2.32003 1.71644 1.26737
O -3.40396 2.45467 0.68910
O -2.41068 1.32785 2.64045
C -2.10751 0.23614 0.25617
C -2.79653 0.19345 -0.93671
C -2.76771 -0.96007 -1.70340
Cl -3.59964 -1.01084 -3.20557
C -2.09234 -2.07941 -1.24523
C -1.41487 -2.03499 -0.04105
C -1.38173 -0.86295 0.71450
O -0.67987 -0.70458 1.85976
C -0.09639 -1.83754 2.46912
C -0.80453 3.38458 -0.11985
C -0.09137 2.49837 -1.14745
C 2.05343 -1.79891 -0.45723
C 3.09037 -2.61085 -0.05883
H 6.60751 -1.74556 1.68571
H 7.04953 -2.02554 -0.02368
H 7.18032 -3.34779 1.16108
H 5.51071 -0.25232 0.21255
H 3.67018 1.16452 -0.48755
H 2.07417 1.33771 1.17316
H 1.91308 3.01594 0.60986
H 0.53576 3.05738 2.50402
H 0.00783 1.37375 2.32797
H -3.36260 1.06132 -1.23572
H -2.09238 -2.98540 -1.83055
H -0.90997 -2.92259 0.30573
H -0.83685 -2.62192 2.64473
H 0.73104 -2.23038 1.86937
H 0.28510 -1.48552 3.42605
H -0.23097 4.29707 0.07287
H -1.79621 3.66398 -0.47438
H -0.80083 1.86541 -1.68602
H 0.43405 3.12226 -1.88240
H 1.09349 -2.21654 -0.71742
H 2.96452 -3.67821 0.03326

Output
Orbital gap (hartree): 0.335
Electronic energy (a.u.): -2080.68895
Energy relative to the best compared isomer or geometry (same formula, charge and spin) (kcal/mol): 30.1
Lowest unoccupied orbital energy (Ha): 0.01708
M (Da): 424.91
SMILES string: COc1ccc(C(=O)N2CCN(S(=O)(=O)c3cc(Cl)ccc3OC)CC2)cc1

=====

Entry 2:
C19H21N3O3Si | ωB97M-V with the def2-TZVPD basis set

Atoms and positions in Å:
C -3.37258 6.79618 -2.33846
C -4.58430 5.89960 -2.08470
O -4.22934 4.54589 -2.28265
C -3.44370 4.11763 -1.23714
O -3.28496 4.82682 -0.24033
C -2.76388 2.86264 -1.48524
N -2.77228 2.30539 -2.72010
C -2.10854 1.18872 -2.63332
N -1.62725 1.01386 -1.33814
C -0.83347 -0.03058 -0.79413
C -0.24901 -1.05373 -1.56387
C 0.53625 -2.00468 -0.98190
C 0.80703 -1.98613 0.38696
C 1.70759 -2.93356 0.95519
C 2.53643 -3.78087 1.33692
Si 3.78398 -5.09146 1.54213
C 5.33788 -4.16311 2.04056
C 4.16179 -6.00116 -0.05510
C 3.51335 -6.34557 2.90626
C 0.26860 -0.93003 1.13664
C -0.50216 0.06379 0.57096
C -0.92987 1.21459 1.38142
O -0.47841 1.36985 2.50709
N -1.70487 2.21710 0.75663
C -1.72127 3.50718 1.44607
C -2.03290 2.10282 -0.58327
H -3.62176 7.83805 -2.23337
H -2.96664 6.64837 -3.35335
H -2.56962 6.51636 -1.67280
H -5.38295 6.15750 -2.76345
H -4.99006 6.05746 -1.06400
H -2.04034 0.49157 -3.44604
H -0.52994 -1.09471 -2.60740
H 0.84097 -2.88217 -1.53796
H 5.53870 -3.35180 1.33843
H 6.16893 -4.83013 2.03417
H 5.23656 -3.75052 3.06244
H 5.12039 -6.51178 -0.06507
H 3.36974 -6.72834 -0.22774
H 4.14215 -5.26108 -0.85171
H 4.34762 -7.01555 3.04300
H 3.46073 -5.74732 3.82657
H 2.59879 -6.95544 2.79224
H 0.47986 -0.87090 2.19764
H -2.75444 3.79741 1.58126
H -1.22961 3.48927 2.43591
H -1.23318 4.29258 0.88276

Output
Orbital gap (hartree): 0.308
Electronic energy (a.u.): -1416.10646
Energy relative to the best compared isomer or geometry (same formula, charge and spin) (kcal/mol): 0.0
Lowest unoccupied orbital energy (Ha): -0.00973
M (Da): 367.48
SMILES string: CCOC(=O)c1ncn2c3ccc(C#C[Si](C)(C)C)cc3c(=O)n(C)c12

=====

Entry 3:
C19H21N3O8P2Pt | ωB97M-V with the def2-TZVPD basis set

Atoms and positions in Å:
Pt 1.23667 0.05889 -1.63669
C 0.37418 0.72867 -4.60435
O 0.25835 -0.14747 -3.46102
C -0.38505 -1.35481 -3.54216
C -0.83721 -1.91833 -4.71936
C -1.49041 -3.14325 -4.66000
C -1.69891 -3.78807 -3.44972
C -1.25770 -3.20777 -2.27079
C -0.59411 -1.99672 -2.32235
N -0.10956 -1.30306 -1.15234
N -0.81027 -1.46849 -0.14460
C -0.57601 -0.79286 1.07750
C -0.52487 0.56898 1.27854
O -0.44762 1.47642 0.18588
C -0.56840 1.13701 2.55843
C -0.63249 0.33425 3.65298
C -0.66001 -1.07126 3.51735
C -0.69898 -1.92038 4.65008
C -0.73190 -3.27590 4.50704
C -0.72824 -3.84701 3.21721
C -0.68520 -3.05460 2.10622
C -0.64984 -1.64378 2.22691
H 1.08773 0.30503 -5.30937
H 0.71944 1.67449 -4.20080
H -0.61164 0.84530 -5.04980
H -0.68133 -1.42155 -5.66552
H -1.83704 -3.59708 -5.57858
H -2.20436 -4.74301 -3.42308
H -1.41711 -3.67943 -1.31162
H -0.47398 2.20907 2.66989
H -0.62730 0.77719 4.64063
H -0.69529 -1.46645 5.63320
H -0.75747 -3.91691 5.37823
H -0.75187 -4.92344 3.10861
H -0.66633 -3.50541 1.12416
N 0.96470 3.74095 3.66847
C 0.89446 2.47117 0.20419
C -1.65633 2.30386 0.07458
P 1.21107 2.85335 -1.54000
O 2.14765 4.14225 -1.48957
O -0.03443 3.09178 -2.30792
O 2.15547 1.75064 -2.17390
P 2.22046 1.46142 0.85756
O 3.49704 2.31908 0.32310
O 2.34807 1.30813 2.32324
O 2.19004 0.09183 0.09673
H 1.34561 4.17578 4.49990
H 0.98639 4.44181 2.93583
H 1.60431 3.00344 3.37543
H -1.53799 2.84941 -0.85580
H -1.69665 2.96912 0.93256
H -2.49686 1.61333 0.05140
H 3.00647 3.89120 -1.11804
H 3.98466 2.59319 1.11153

Output
Orbital gap (hartree): 0.235
Electronic energy (a.u.): -2304.87726
Lowest unoccupied orbital energy (Ha): -0.05252
M (Da): 676.42

=====

Entry 4:
C19H21N5O2S2 | ωB97M-V with the def2-TZVPD basis set

Atoms and positions in Å:
C 0.19102 2.72946 -3.25658
C -0.35823 2.68312 -1.82912
C 0.27789 3.77882 -0.97651
C -1.88172 2.82715 -1.83651
N 0.00107 1.40175 -1.21576
C -0.33881 0.19140 -1.68449
O -1.04558 -0.02287 -2.64445
C 0.29739 -0.96993 -0.88457
C 1.77339 -0.88917 -1.18155
C 2.28728 -1.53887 -2.29734
C 3.62743 -1.37348 -2.60700
N 4.45377 -0.62521 -1.89765
C 3.96744 -0.01429 -0.83197
C 2.64357 -0.10028 -0.43476
N 0.00172 -0.87540 0.53761
C -1.29287 -0.34288 0.95031
C -2.11850 -1.35516 1.67794
C -2.78996 -1.20830 2.85237
C -3.45809 -2.38646 3.25644
C -3.28414 -3.40844 2.38242
S -2.31063 -2.95705 1.03929
C 0.72462 -1.67151 1.36945
O 1.59060 -2.43429 0.99057
C 0.42561 -1.51814 2.81974
C 0.42089 -2.55022 3.73110
S 0.10327 -1.89751 5.26870
N 0.03070 -0.36441 4.64382
N 0.20940 -0.32145 3.40337
H 1.27143 2.60010 -3.25062
H -0.25138 1.93257 -3.84740
H -0.04647 3.68319 -3.71901
H -0.09091 3.73324 0.04637
H 1.36121 3.67510 -0.96651
H 0.03291 4.75534 -1.38449
H -2.27191 2.79512 -0.82119
H -2.32494 2.01840 -2.41036
H -2.16466 3.77289 -2.28952
H 0.63659 1.44197 -0.43469
H -0.10629 -1.90581 -1.29564
H 1.65227 -2.15913 -2.91031
H 4.06296 -1.86341 -3.46778
H 4.67572 0.58062 -0.26979
H 2.31749 0.40764 0.46201
H -1.82292 -0.02592 0.04803
H -1.15185 0.52916 1.59853
H -2.79774 -0.29317 3.41728
H -4.03455 -2.46388 4.16045
H -3.66949 -4.40695 2.43632
H 0.57399 -3.59348 3.55342

Output
Orbital gap (hartree): 0.335
Electronic energy (a.u.): -1957.25676
Energy relative to the best compared isomer or geometry (same formula, charge and spin) (kcal/mol): 0.0
Lowest unoccupied orbital energy (Ha): 0.00172
M (Da): 415.54
SMILES string: CC(C)(C)NC(=O)[C@@H](c1ccncc1)N(Cc1cccs1)C(=O)c1csnn1

=====

Entry 5:
C19H21NO4 | ωB97M-V with the def2-TZVPD basis set

Atoms and positions in Å:
C -4.03262 -0.05008 1.30642
O -2.70833 -0.53654 1.13916
C -2.52786 -1.59262 0.33362
O -3.42633 -2.17910 -0.22104
C -1.09625 -1.94964 0.20572
C -0.74249 -3.17701 -0.34938
C 0.58959 -3.51367 -0.47436
C 1.60553 -2.64020 -0.09591
C 3.03742 -3.04561 -0.20982
C 1.23889 -1.38790 0.40763
N 2.19928 -0.40616 0.74763
C 3.04167 0.16111 -0.16436
O 3.28299 -0.32350 -1.24699
C 3.69310 1.45635 0.29977
C 2.73604 2.45533 0.97275
C 1.32310 2.40853 0.44379
C 1.04557 2.17447 -0.89512
C -0.25702 2.06264 -1.35103
C -1.32136 2.21157 -0.46970
O -2.63731 2.10230 -0.80545
C -2.96318 1.67895 -2.10814
C -1.05244 2.49589 0.86938
C 0.25001 2.58122 1.31398
C -0.09800 -1.06369 0.58779
H -4.74505 -0.75100 0.86724
H -4.21548 0.05719 2.37527
H -4.10686 0.91998 0.81278
H -1.52308 -3.85388 -0.66050
H 0.85871 -4.47963 -0.87592
H 3.58044 -2.77825 0.69547
H 3.50474 -2.51497 -1.03886
H 3.12350 -4.11540 -0.37952
H 1.92457 0.18290 1.52111
H 4.50127 1.20320 0.99038
H 4.15054 1.89973 -0.58566
H 2.71061 2.28215 2.05243
H 3.13920 3.46264 0.83016
H 1.85028 2.05863 -1.60412
H -0.42481 1.85516 -2.39560
H -2.64237 2.40675 -2.86016
H -4.04884 1.59629 -2.13007
H -2.52276 0.70215 -2.33221
H -1.88054 2.62352 1.54814
H 0.43702 2.78001 2.36063
H -0.36721 -0.10387 1.00115

Output
Orbital gap (hartree): 0.339
Electronic energy (a.u.): -1092.36634
Energy relative to the best compared isomer or geometry (same formula, charge and spin) (kcal/mol): 11.6
Lowest unoccupied orbital energy (Ha): 0.02514
M (Da): 327.38
SMILES string: COC(=O)c1ccc(C)c(NC(=O)CCc2ccc(OC)cc2)c1

=====

Entry 6:
C19H22AsCl5InN2OS4 | ωB97M-V with the def2-TZVPD basis set

Atoms and positions in Å:
In 0.12036 -0.77080 -0.32808
C 2.51745 2.22996 1.06715
C 1.05169 2.04307 1.38560
C 0.06683 2.62616 0.57355
C 0.46047 3.53059 -0.57057
C -1.27900 2.33577 0.80169
C -2.35264 2.79722 -0.15268
C -1.65506 1.57533 1.91756
C -3.11802 1.27095 2.12303
C -0.68518 1.09594 2.79706
C -1.08500 0.36614 4.05768
C 0.67515 1.28185 2.49920
C 1.71511 0.66827 3.40629
H 3.04128 1.27741 1.09005
H 3.00166 2.90672 1.77796
H 2.66881 2.62688 0.06765
H 0.65638 2.96292 -1.48672
H 1.35809 4.09939 -0.33702
H -0.32154 4.25377 -0.79206
H -3.07416 2.00018 -0.33264
H -1.94955 3.08015 -1.12105
H -2.91228 3.65102 0.24292
H -3.72037 2.18264 2.14606
H -3.30488 0.71862 3.03800
H -3.49800 0.65764 1.30210
H -1.32668 -0.68119 3.85837
H -1.95669 0.82685 4.52118
H -0.28627 0.38018 4.79488
H 2.71447 0.73216 2.98920
H 1.50212 -0.38695 3.58235
H 1.73407 1.17071 4.37813
S 1.97482 -5.11875 0.79221
As 0.09794 -4.27023 1.03662
S 0.34652 -3.35705 -1.68296
S 0.00659 -2.32998 1.91549
S -1.56668 -5.45415 1.23192
Cl 1.38278 -1.83333 -4.23396
C -0.31777 -1.88545 -3.91448
C -0.77578 -2.55832 -2.76778
C -2.15936 -2.49660 -2.52611
Cl -2.77124 -3.22882 -1.10036
C -3.02866 -1.83855 -3.39045
Cl -4.71679 -1.78653 -3.04437
C -2.54503 -1.20951 -4.53206
Cl -3.62011 -0.40008 -5.60900
C -1.17710 -1.22954 -4.78710
Cl -0.56270 -0.42576 -6.18403
N 3.97382 -1.01594 -2.16903
C 3.38733 -1.42139 -0.99221
N 3.71397 -2.65078 -0.54364
O 2.66653 -0.64363 -0.35834
H 4.27783 -1.72714 -2.81280
H 3.49750 -0.23691 -2.59331
H 4.03438 -3.33416 -1.20959
H 3.12257 -3.05699 0.17849

Output
Orbital gap (hartree): 0.258
Electronic energy (a.u.): -7241.82244
Energy relative to the best compared isomer or geometry (same formula, charge and spin) (kcal/mol): 24.6
Lowest unoccupied orbital energy (Ha): 0.07801
M (Da): 789.67
Net charge: -1

=====

Entry 7:
C19H22BrN3O3 | ωB97M-V with the def2-TZVPD basis set

Atoms and positions in Å:
C 2.85795 2.95704 1.79174
C 2.68803 1.45396 1.60401
C 3.55640 0.89028 0.48055
C 3.04890 1.22482 -0.92488
N 1.83323 0.50916 -1.24371
C 1.85608 -0.78284 -1.67161
O 2.84064 -1.44871 -1.89472
C 0.40830 -1.25555 -1.88822
O 0.23184 -1.74661 -3.19224
C 0.06389 -2.34853 -0.83468
C -0.31245 -1.66224 0.46555
O 0.53999 -1.10414 1.13246
C -1.72757 -1.59745 0.80327
C -2.83540 -2.42493 0.44343
C -2.88685 -3.71343 -0.29841
N -3.94890 -1.92595 0.93332
N -3.61596 -0.80805 1.58379
C -2.29625 -0.56937 1.56326
C -1.68979 0.60482 2.22873
C -0.36491 0.00610 -1.62234
C -1.71896 0.23664 -1.65186
C -2.16265 1.48507 -1.23371
Br -4.03553 1.81963 -1.16499
C -1.28777 2.47410 -0.81998
C 0.07880 2.23876 -0.80248
C 0.53556 0.99262 -1.19416
H 2.21411 3.31377 2.59233
H 2.60847 3.50776 0.88758
H 3.88818 3.19083 2.05231
H 2.96191 0.95343 2.53406
H 1.64403 1.20832 1.40641
H 3.59170 -0.19642 0.56837
H 4.57487 1.27112 0.57805
H 2.86852 2.29365 -1.04396
H 3.79967 0.90844 -1.65570
H 1.00284 -2.28935 -3.40674
H -0.74809 -2.94413 -1.23820
H 0.94841 -2.97230 -0.68538
H -3.84480 -4.18448 -0.09330
H -2.81683 -3.55214 -1.37427
H -2.08465 -4.37818 0.01480
H -4.33657 -0.24479 2.00891
H -2.28196 1.50056 2.04692
H -1.63697 0.43816 3.30472
H -0.67740 0.74892 1.86295
H -2.41074 -0.52235 -1.98016
H -1.67156 3.43132 -0.50201
H 0.75024 3.01264 -0.46984

Output
Orbital gap (hartree): 0.330
Electronic energy (a.u.): -3701.26465
Energy relative to the best compared isomer or geometry (same formula, charge and spin) (kcal/mol): 0.1
Lowest unoccupied orbital energy (Ha): 0.02119
M (Da): 420.31
SMILES string: CCCCN1C(=O)[C@@](O)(CC(=O)c2c(C)n[nH]c2C)c2cc(Br)ccc21

=====

Entry 8:
C19H22BrN6O4Pd | ωB97M-V with the def2-TZVPD basis set

Atoms and positions in Å:
Pd -0.24908 -0.01751 0.01903
O 2.48827 -0.41841 0.07052
N 2.87226 -0.33152 1.24268
N 1.94988 -0.11337 2.13765
O 0.64562 0.00114 1.91812
C 2.36596 -0.03208 3.48905
C 1.39226 0.15352 4.46473
C 1.76729 0.23204 5.79951
C 3.09819 0.12846 6.16940
C 4.06348 -0.04883 5.18414
C 3.71178 -0.12701 3.84824
H 0.36320 0.25314 4.15532
H 1.00374 0.38405 6.55248
H 3.38639 0.19382 7.21096
H 5.10950 -0.12221 5.45571
H 4.46255 -0.25890 3.08548
Br 0.84570 7.36032 -0.57604
C -0.26480 6.18170 0.40815
C -1.09507 6.70066 1.38800
N -1.90515 5.94060 2.11874
C -1.90438 4.63111 1.87398
C -1.10052 4.02536 0.91368
C -0.25238 4.82089 0.16208
C -1.17153 2.51749 0.72340
O -2.08295 1.90738 1.27881
O -0.22744 2.04899 0.00035
H -1.09951 7.76729 1.58368
H -2.57052 4.00700 2.45481
H 0.39216 4.37368 -0.58223
N -1.83056 -0.22945 -2.64363
C -1.22611 -0.12852 -1.66254
C -2.41745 -5.69223 1.75854
C -1.14544 -4.93609 2.11794
N -0.63850 -4.11107 1.03401
C 0.03698 -4.78958 -0.06397
C -0.78696 -4.85771 -1.34720
C -0.78863 -2.75627 1.00666
C -1.59963 -2.09563 2.08203
N -0.27078 -2.02610 0.08360
H -2.77272 -6.27386 2.61105
H -2.24651 -6.38253 0.93108
H -3.20658 -5.00064 1.46027
H -0.35778 -5.64196 2.39806
H -1.31267 -4.30965 2.98999
H 0.26685 -5.79828 0.28304
H 1.00360 -4.30892 -0.24640
H -1.67376 -5.47505 -1.20261
H -0.19394 -5.29414 -2.15226
H -1.11655 -3.87081 -1.67106
H -2.54060 -2.62335 2.24140
H -1.80168 -1.06636 1.79354
H -1.03740 -2.07343 3.01689
H 0.27640 -2.48704 -0.62686

Output
Orbital gap (hartree): 0.269
Electronic energy (a.u.): -4068.62425
Energy relative to the best compared isomer or geometry (same formula, charge and spin) (kcal/mol): 0.0
Lowest unoccupied orbital energy (Ha): 0.08825
M (Da): 584.75
Net charge: -1